Entry from the OMol25 dataset: a cluster of 4 separate species, C17H40BrNO18P4 in total in a non-equilibrium geometry (ωB97M-V/def2-TZVPD).

Atoms and positions in Å:
N (0.46, 0.55, -0.79)
C (0.17, 1.58, -1.84)
O (1.10, 2.34, -2.18)
C (-1.33, 1.61, -2.43)
C (-1.75, 3.01, -3.08)
C (-2.61, 3.97, -2.11)
O (-3.57, 3.23, -1.32)
C (-4.89, 3.35, -1.78)
O (-5.29, 3.83, -2.87)
C (-6.03, 2.74, -0.80)
C (-6.84, 1.63, -1.62)
O (-6.06, 0.38, -1.60)
C (-6.17, -0.22, -2.90)
O (-5.20, -0.94, -3.27)
P (-1.42, 4.78, -0.81)
O (0.06, 5.11, -1.67)
Br (-1.04, 3.34, 0.91)
H (0.19, 0.90, 0.14)
H (-0.19, -0.23, -1.01)
H (-1.33, 0.82, -3.28)
H (-2.08, 1.20, -1.65)
H (-2.42, 2.77, -3.99)
H (-0.82, 3.51, -3.52)
H (-3.01, 4.85, -2.71)
H (-5.53, 2.30, 0.15)
H (-6.75, 3.57, -0.48)
H (-6.96, 1.91, -2.74)
H (-7.90, 1.49, -1.22)
H (-7.11, -0.12, -3.55)
H (-0.19, 5.47, -2.56)
C (3.16, 3.24, 0.79)
O (2.88, 3.64, 2.13)
P (4.11, 3.97, 3.08)
O (4.92, 5.15, 2.70)
O (4.94, 2.59, 3.14)
C (4.25, 1.38, 3.40)
O (3.43, 4.06, 4.53)
C (4.29, 4.17, 5.65)
H (2.54, 3.81, 0.10)
H (4.22, 3.38, 0.54)
H (2.91, 2.18, 0.69)
H (4.36, 0.72, 2.53)
H (3.19, 1.53, 3.60)
H (4.71, 0.89, 4.26)
H (5.22, 4.69, 5.39)
H (4.52, 3.17, 6.03)
H (3.78, 4.73, 6.43)
C (6.16, -4.52, -0.14)
O (6.18, -3.51, 0.86)
P (6.60, -2.03, 0.42)
O (5.65, -1.36, -0.50)
O (8.08, -2.20, -0.17)
C (9.05, -2.92, 0.58)
O (6.82, -1.29, 1.82)
C (7.37, 0.02, 1.78)
H (5.23, -5.07, -0.07)
H (6.25, -4.10, -1.14)
H (6.99, -5.20, 0.04)
H (9.36, -3.80, 0.00)
H (8.67, -3.24, 1.55)
H (9.92, -2.28, 0.74)
H (7.09, 0.54, 0.86)
H (8.46, -0.04, 1.85)
H (6.99, 0.58, 2.63)
C (-8.12, -3.81, -0.53)
O (-7.38, -5.01, -0.62)
P (-6.01, -5.09, 0.21)
O (-6.16, -5.07, 1.68)
O (-5.12, -3.89, -0.38)
C (-4.99, -3.75, -1.79)
O (-5.31, -6.41, -0.39)
C (-3.98, -6.68, 0.02)
H (-9.17, -4.05, -0.33)
H (-7.75, -3.15, 0.26)
H (-8.06, -3.29, -1.49)
H (-5.42, -2.79, -2.08)
H (-5.49, -4.55, -2.34)
H (-3.93, -3.75, -2.05)
H (-3.79, -6.30, 1.03)
H (-3.29, -6.22, -0.68)
H (-3.83, -7.76, 0.02)

## Properties
Strongest force on any atom (eV Å⁻¹): 5.15
Electronic energy (eV): -163825.2912
Total charge: 0
2S+1: 1